# 1
# C40H112N10O11

A cluster of 11 separate species, C40H112N10O11 in total in a non-equilibrium geometry (the ωB97M-V functional and the def2-TZVPD basis, the Open Molecules 2025 dataset).

Its calculated total energy is -2966.18300 hartree. As for the structure (SMILES): COC[C@H](C)N.COC[C@H](C)N.COC[C@H](C)N.COC[C@H](C)N.COC[C@H](C)N.COC[C@H](C)N.COC[C@H](C)N.COC[C@H](C)N.COC[C@H](C)N.COC[C@H](C)N.O. The energy above the lowest of the compared OMol25 structures with the same formula, charge and spin is 75.68 kJ/mol. As for the orbital gap: 9.09 eV. The value obtained for the HOMO energy is -8.673 eV.

```
173
C40H112N10O11, DFT the ωB97M-V functional and the def2-TZVPD basis
C 1.3340 -3.5492 3.2704
C 1.8224 -2.3249 2.5417
C 2.0971 -1.1426 3.4800
O 2.2408 0.0546 2.7410
C 2.4621 1.1656 3.5776
N 3.1108 -2.6497 1.8176
H 0.3760 -3.4248 3.7789
H 2.0873 -3.8626 4.0000
H 1.1586 -4.4330 2.6547
H 1.2146 -2.0018 1.6933
H 2.9832 -1.3289 4.0997
H 1.2744 -1.0051 4.1998
H 3.4009 1.0814 4.1333
H 1.6052 1.2848 4.2504
H 2.5165 2.0901 3.0017
H 3.8389 -2.9732 2.4507
H 3.4016 -1.6889 1.6350
C -5.0784 -3.1741 3.2067
C -4.6929 -3.6703 1.8287
C -3.3080 -4.2906 1.8163
O -2.2592 -3.4934 2.3370
C -2.0156 -2.3904 1.5161
N -5.6472 -4.7336 1.3696
H -4.3359 -2.4316 3.5154
H -5.0674 -3.9967 3.9267
H -6.0902 -2.7697 3.1924
H -4.8625 -2.8798 1.0934
H -3.0046 -4.6377 0.8190
H -3.3328 -5.2223 2.3903
H -1.1683 -1.7686 1.8180
H -2.8451 -1.6734 1.4714
H -1.7210 -2.6674 0.4963
H -6.5633 -4.4237 1.6820
H -5.4615 -5.5389 1.9705
C 1.8652 -0.7057 -1.0667
C 1.1840 0.6152 -0.7404
C -0.2171 0.4918 -0.1791
O -0.7051 1.7988 0.0777
C -1.6927 1.8182 1.0708
N 2.0764 1.3909 0.1515
H 1.2839 -1.2532 -1.8132
H 1.9016 -1.3800 -0.2068
H 2.8774 -0.5199 -1.4209
H 1.0551 1.2484 -1.6281
H -0.2299 -0.0668 0.7688
H -0.9049 -0.0585 -0.8334
H -2.3821 0.9633 1.0268
H -2.2890 2.7177 0.9105
H -1.3318 1.7944 2.1055
H 2.2850 0.7441 0.9233
H 1.4759 2.0695 0.6229
C 3.7540 -6.3678 -4.9931
C 3.5756 -6.0166 -3.5239
C 4.2363 -4.6867 -3.1485
O 4.1603 -4.5552 -1.7484
C 4.5110 -3.2589 -1.2999
N 2.1478 -5.9733 -3.2067
H 3.3227 -7.3520 -5.1763
H 4.8115 -6.3884 -5.2701
H 3.2565 -5.6388 -5.6356
H 4.1551 -6.7906 -3.0009
H 3.6330 -3.8813 -3.5962
H 5.2772 -4.6482 -3.4877
H 3.7446 -2.5200 -1.5373
H 5.5107 -2.9441 -1.6141
H 4.5648 -3.3484 -0.2158
H 1.8256 -6.8651 -2.8489
H 2.0448 -5.3263 -2.4271
C -3.9630 -1.5749 -1.7250
C -3.0200 -2.1069 -2.7970
C -2.8605 -1.1004 -3.9217
O -4.1018 -0.9387 -4.5451
C -4.1659 -0.2932 -5.7879
N -1.7690 -2.5052 -2.1527
H -4.9366 -1.3167 -2.1391
H -3.5993 -0.6635 -1.2437
H -4.0698 -2.3587 -0.9726
H -3.4817 -2.9715 -3.2910
H -2.0834 -1.4502 -4.6163
H -2.5258 -0.1212 -3.5478
H -3.2409 -0.3806 -6.3792
H -4.1955 0.7798 -5.5544
H -4.9971 -0.7261 -6.3379
H -1.9797 -3.0481 -1.3292
H -1.1947 -3.0750 -2.7628
C 4.4542 -0.2128 -4.7271
C 5.6991 0.6750 -4.8031
C 5.5235 1.8809 -5.6634
O 6.8138 2.4128 -5.9390
C 6.7796 3.7078 -6.5363
N 6.1764 0.9826 -3.4500
H 4.5809 -1.0372 -4.0222
H 4.1384 -0.6128 -5.6879
H 3.6709 0.3712 -4.2358
H 6.5066 0.0797 -5.2541
H 4.9610 2.6495 -5.1069
H 4.9530 1.7117 -6.5859
H 6.1119 3.7638 -7.3974
H 7.8277 3.8379 -6.7954
H 6.4691 4.4545 -5.8004
H 5.3829 1.2194 -2.8438
H 6.6957 1.8549 -3.5267
C -6.5626 5.0997 3.2621
C -5.4176 5.9081 3.8841
C -4.7020 6.6761 2.7632
O -3.9298 5.7400 2.0522
C -2.8928 6.2855 1.2724
N -5.9450 6.8143 4.9341
H -6.1602 4.3860 2.5458
H -7.3129 5.7812 2.8604
H -7.1255 4.5143 3.9973
H -4.6212 5.3015 4.3203
H -3.9658 7.3450 3.2394
H -5.3743 7.2787 2.1423
H -3.3595 6.8663 0.4654
H -2.2455 5.5259 0.8483
H -2.3136 7.0230 1.8405
H -5.1741 6.9238 5.5883
H -6.6162 6.2526 5.4524
C -1.4664 -1.0807 5.1403
C -1.2906 0.3933 5.5581
C -2.6114 1.1485 5.4930
O -2.8379 1.5247 4.1241
C -3.8909 2.4069 3.8519
N -0.5383 0.4971 6.7985
H -2.3591 -1.5235 5.5869
H -0.6020 -1.6535 5.4755
H -1.5676 -1.1867 4.0613
H -0.6590 0.8056 4.7553
H -2.6291 2.0852 6.0585
H -3.4390 0.4500 5.6527
H -3.9366 2.5632 2.7776
H -3.7673 3.3309 4.4221
H -4.8725 1.9924 4.1218
H -0.3725 1.4443 7.1149
H 0.3781 0.0831 6.6854
C 6.4210 -3.6330 3.2024
C 7.4244 -2.6133 2.6817
C 6.8098 -1.2280 2.5325
O 5.8473 -1.2207 1.4983
C 5.5125 0.0551 1.0126
N 8.5724 -2.5865 3.6281
H 5.6033 -3.8322 2.5057
H 6.0211 -3.2257 4.1345
H 6.8114 -4.6267 3.4242
H 7.8184 -2.8724 1.6935
H 7.5990 -0.5013 2.3159
H 6.3068 -0.9487 3.4665
H 5.0381 0.6524 1.7938
H 4.8415 -0.0576 0.1610
H 6.3658 0.5875 0.5756
H 9.2435 -3.2437 3.2366
H 9.0706 -1.7053 3.4895
C -6.2309 2.6396 -4.9014
C -6.1075 3.8299 -3.9469
C -4.6855 4.0404 -3.4428
O -4.2747 3.0198 -2.5539
C -3.1096 3.4339 -1.8673
N -6.5404 5.0496 -4.6791
H -7.2398 2.5875 -5.3054
H -6.0210 1.6907 -4.3997
H -5.4975 2.6770 -5.7112
H -6.7918 3.5748 -3.1361
H -4.6152 5.0520 -3.0152
H -3.9459 4.0372 -4.2615
H -2.3677 3.8420 -2.5644
H -2.6632 2.6145 -1.3128
H -3.3101 4.2557 -1.1693
H -6.7106 5.7218 -3.9303
H -5.7156 5.4070 -5.1574
O 3.6709 2.1159 -2.2069
H 3.2358 1.7712 -1.3957
H 2.9801 2.1126 -2.8774
```

# 2
# C40H112N10O11

A cluster of 11 separate species, C40H112N10O11 in total in a non-equilibrium geometry (the ωB97M-V functional and the def2-TZVPD basis, the Open Molecules 2025 dataset).

Its calculated total energy is -2966.13359 hartree. As for the structure (SMILES): COC[C@H](C)N.COC[C@H](C)N.COC[C@H](C)N.COC[C@H](C)N.COC[C@H](C)N.COC[C@H](C)N.COC[C@H](C)N.COC[C@H](C)N.COC[C@H](C)N.COC[C@H](C)N.O. The energy above the lowest of the compared OMol25 structures with the same formula, charge and spin is 205.40 kJ/mol. As for the orbital gap: 8.86 eV. The value obtained for the HOMO energy is -8.310 eV.

```
173
C40H112N10O11, DFT the ωB97M-V functional and the def2-TZVPD basis
C 15.9375 11.7824 15.9201
C 16.6070 13.1120 15.6661
C 15.7460 14.3691 16.0821
O 16.3397 15.4798 15.4178
C 15.6358 16.6810 15.7646
N 17.8926 13.2381 16.3605
H 14.9547 11.7432 15.4300
H 15.6890 11.5463 16.9798
H 16.4359 10.9866 15.4810
H 16.7594 13.1249 14.5692
H 15.8364 14.4491 17.1560
H 14.7105 14.2382 15.8294
H 16.0200 17.5822 15.2455
H 15.8556 16.9584 16.8131
H 14.5569 16.6179 15.5656
H 18.2031 14.1931 16.3364
H 17.6373 13.0789 17.3599
C 13.1922 14.9706 11.7210
C 13.5610 14.5467 13.1350
C 12.3608 14.7612 14.0691
O 11.9547 16.1679 13.9774
C 10.6794 16.2917 14.6599
N 13.9331 13.1519 13.2898
H 13.1453 16.0834 11.7263
H 12.2618 14.5832 11.2862
H 14.0122 14.5128 11.1638
H 14.3878 15.1592 13.5287
H 12.6311 14.5781 15.1168
H 11.5381 14.0960 13.8018
H 9.9194 15.9219 13.9946
H 10.4812 17.3399 14.9227
H 10.7677 15.7118 15.5704
H 14.7296 12.8590 12.8012
H 13.0844 12.5130 12.9813
C 13.6347 21.8636 13.5316
C 14.7352 21.9303 12.4584
C 15.2392 23.3351 12.5467
O 16.3074 23.6537 11.6820
C 15.8764 24.2107 10.4764
N 15.8337 21.0031 12.7200
H 13.9887 22.1353 14.5749
H 13.0751 20.9568 13.6782
H 12.8282 22.6199 13.2999
H 14.3301 21.7329 11.4499
H 15.6718 23.5201 13.5665
H 14.4653 24.0822 12.4680
H 15.1569 23.5581 9.8372
H 16.7358 24.3262 9.7908
H 15.3717 25.2106 10.6643
H 16.3899 20.9061 11.8693
H 15.3969 20.0907 12.9181
C 18.1337 22.8503 15.7211
C 18.4464 21.3216 15.8607
C 19.0013 21.0595 17.2916
O 19.5045 19.7933 17.3182
C 20.4234 19.5702 18.4295
N 17.2274 20.5002 15.6635
H 19.0300 23.4119 15.6946
H 17.5897 23.1045 16.6137
H 17.5365 23.0295 14.8106
H 19.2394 21.1231 15.1689
H 18.2642 21.2007 18.1080
H 19.8593 21.7788 17.5256
H 20.1244 20.0909 19.3651
H 21.4252 19.8390 18.0666
H 20.3690 18.4640 18.6406
H 17.3705 19.4636 15.7509
H 16.8175 20.8407 14.7929
C 21.0725 16.9919 12.9403
C 20.5097 17.4210 14.2876
C 20.2832 16.1996 15.2090
O 21.5199 15.4959 15.2624
C 21.5610 14.4968 16.2060
N 21.4134 18.3395 14.9444
H 20.5012 16.1437 12.4145
H 22.0500 16.5958 12.9754
H 21.1603 17.9150 12.3664
H 19.5770 17.9178 14.1103
H 19.5228 15.4841 14.8989
H 19.9105 16.4666 16.1901
H 21.2789 14.8612 17.2384
H 22.5705 14.0175 16.2047
H 20.8159 13.7224 15.9778
H 20.9266 18.7837 15.7102
H 22.2374 18.0146 15.3223
C 19.7623 10.6399 11.1912
C 19.9505 11.3737 12.4849
C 19.7041 12.8148 12.3650
O 20.6582 13.5602 11.5670
C 21.9655 13.5191 12.0998
N 18.8140 10.8313 13.3705
H 20.1420 9.6701 11.2908
H 20.3655 11.1581 10.4284
H 18.6181 10.6139 10.9381
H 20.9192 11.1798 12.9537
H 19.5108 13.1828 13.4027
H 18.7596 12.8975 11.8458
H 21.8401 13.5456 13.1769
H 22.4522 14.4102 11.7157
H 22.6288 12.6385 11.8667
H 17.9274 11.2145 13.0391
H 18.9494 11.3317 14.2801
C 9.6796 23.0343 8.9895
C 10.5980 21.7712 9.1762
C 10.1156 20.8498 10.2962
O 11.2711 20.2209 10.8063
C 10.9984 19.3209 11.8062
N 10.7871 21.0753 7.9429
H 9.9616 23.8008 9.7329
H 8.6539 22.8560 9.1800
H 9.8497 23.3216 7.9583
H 11.5085 22.3002 9.5677
H 9.4100 20.0361 9.9277
H 9.5103 21.3328 11.1072
H 11.9218 18.7935 12.0961
H 10.3194 18.4949 11.4527
H 10.5420 19.7486 12.7288
H 11.3007 21.6488 7.2423
H 11.0711 20.1455 7.9013
C 20.6141 20.5694 10.7230
C 21.7612 21.1621 11.4912
C 21.9088 22.7270 11.2233
O 22.1933 22.9554 9.8610
C 22.7958 24.2085 9.5772
N 21.5298 20.9357 12.9656
H 20.7415 21.0384 9.7435
H 19.5972 20.8385 11.1449
H 20.5994 19.4971 10.7828
H 22.6251 20.6330 11.1467
H 22.7812 23.0862 11.8278
H 21.0326 23.1704 11.6668
H 23.7535 24.4362 10.1148
H 22.1468 25.0580 9.7797
H 22.9854 24.2122 8.5384
H 21.3264 19.9671 13.1897
H 22.3767 21.1101 13.4855
C 17.4856 17.9846 11.0555
C 16.7230 16.6649 10.9314
C 17.4830 15.6795 10.1194
O 16.5530 14.6436 9.9267
C 16.6393 13.9028 8.7225
N 16.3917 16.1966 12.2604
H 17.4559 18.5537 10.1362
H 18.5251 17.7685 11.2278
H 17.1165 18.6612 11.8017
H 15.7500 16.8249 10.4518
H 18.3482 15.3790 10.7601
H 17.7681 16.0994 9.1227
H 15.7112 13.3974 8.5494
H 17.4645 13.2362 8.6373
H 16.8352 14.5855 7.9234
H 16.0253 15.2459 12.2254
H 17.0970 16.2427 12.9735
C 12.8782 16.2038 8.4758
C 12.4688 17.7258 8.0983
C 13.6519 18.5117 7.4861
O 14.7206 18.7878 8.3945
C 14.4467 19.7938 9.3745
N 11.3429 17.8311 7.1908
H 13.1491 15.6595 7.5867
H 11.9641 15.7674 8.9423
H 13.6981 16.0502 9.2450
H 12.0943 18.2263 9.0135
H 13.1793 19.4160 7.0749
H 14.1327 18.0148 6.6701
H 13.8611 19.3995 10.2567
H 13.9145 20.5744 8.8309
H 15.3913 20.1816 9.7359
H 11.4784 17.1664 6.4086
H 10.4726 17.6282 7.6227
O 14.4017 18.0781 13.1308
H 14.9747 17.3698 12.7477
H 13.6521 17.5720 13.4476
```